Version A
A single C6H11N molecule. Source: the Open Molecules 2025 dataset; level of theory: the ωB97M-V functional and the def2-TZVPD basis.

Calculated values
- charge = 0
- HOMO energy (eV) = -7.5
- LUMO level (eV) = 1.06
- SMILES = C=C/C(=C/C)NC

Last column: Löwdin charge in e.
Positions of all 18 atoms, in Å:
H  -0.56715  1.18998  -2.25218  0.0712
N  1.08060  0.22466  0.06414  -0.0491
C  -1.05528  0.11881  1.11275  -0.1303
H  -1.20633  1.62241  2.53173  0.0788
H  0.40216  0.87794  2.55555  0.0471
H  1.30700  0.77490  0.86409  0.0920
C  -0.84510  -0.60523  -1.26627  -0.1473
H  -1.81352  -0.19251  -2.96417  0.0552
C  2.01439  -0.49934  -0.77030  -0.1273
H  -1.17872  -1.61218  -1.45711  0.0929
C  -1.08827  0.23991  -2.28923  0.0291
C  -0.28670  -0.15805  0.03418  -0.3224
H  -2.08259  -0.20022  0.99762  0.0932
H  -0.96230  -0.06931  3.20494  0.0715
C  -0.65172  0.67259  2.46894  -0.0898
H  2.09018  -0.54172  -1.87103  0.0767
H  2.99985  -0.26065  -0.34754  0.0805
H  1.84351  -1.58199  -0.61611  0.0781

=====

Version B
A molecular structure, C6H11N. Source: the Open Molecules 2025 dataset; level of theory: the ωB97M-V functional and the def2-TZVPD basis.

Calculated values
- charge = 0
- HOMO energy (eV) = -7.4
- LUMO level (eV) = 1.11

Last column: Löwdin charge in e.
Positions of all 18 atoms, in Å:
C  -1.57817  1.20836  -0.21419  -0.0758
H  -2.32346  1.83438  0.27731  0.0720
C  1.66399  0.22139  0.47759  -0.1726
H  -1.65285  1.32913  -1.29844  0.0823
H  2.41318  0.77301  1.03696  0.0879
C  -0.24822  -1.42206  0.72890  -0.1405
C  1.72692  0.39280  -1.01107  -0.1182
H  -1.15284  -1.73508  -1.27484  0.1310
H  -0.42782  -2.34751  1.27439  0.1096
C  0.85490  -0.59551  1.18073  -0.1399
H  1.55049  1.42788  -1.31404  0.0682
H  1.00750  -0.23907  -1.52671  0.0559
C  -1.68852  -0.21096  0.18782  -0.2106
H  1.04300  -0.66614  2.25031  0.0961
H  2.72514  0.12484  -1.37032  0.0697
N  -0.95640  -1.19318  -0.44570  -0.0803
H  -2.37885  -0.48375  0.97658  0.0983
H  -0.57798  1.58149  0.06473  0.0669

=====

Version C
A single C6H11N molecule. Source: the Open Molecules 2025 dataset; level of theory: the ωB97M-V functional and the def2-TZVPD basis.

Calculated values
- charge = 0
- HOMO energy (eV) = -8.5
- LUMO level (eV) = 1.18
- SMILES = C=CNC/C=C/C

Last column: Löwdin charge in e.
Positions of all 18 atoms, in Å:
H  1.15523  -1.00769  1.09502  0.0918
H  -0.45495  0.44407  2.38441  0.0930
H  1.88746  1.04027  -0.41678  0.1280
C  -0.71431  -0.07420  1.46999  -0.0764
H  -2.21143  -0.54717  0.11342  0.1034
H  -2.98380  1.74980  0.00477  0.0531
C  2.73802  -0.51250  -1.80204  -0.0059
H  2.46148  -1.48185  -2.27609  0.0636
C  1.76759  0.11791  -1.08067  -0.2341
H  -3.30518  1.55321  1.71274  0.0789
N  0.47925  -0.43415  -0.80910  -0.0841
H  3.61765  0.08865  -1.93413  0.0308
H  -1.74408  2.17710  1.29193  0.0752
H  -0.19267  -1.92134  0.34109  0.1132
C  0.23730  -0.93335  0.54026  -0.2268
C  -1.80189  0.24010  0.73814  -0.1975
H  0.28421  -1.21340  -1.40953  0.0908
C  -2.53817  1.52161  0.92714  -0.0971

=====

Version D
A single C6H11N molecule. Source: the Open Molecules 2025 dataset; level of theory: the ωB97M-V functional and the def2-TZVPD basis.

Calculated values
- charge = 0
- HOMO energy (eV) = -9.4
- LUMO level (eV) = 1.05
- SMILES = [H]/N=C1\C[C@@H]1C(C)C

Last column: Löwdin charge in e.
Positions of all 18 atoms, in Å:
N  0.75669  2.54311  -0.19206  0.1532
C  -0.60696  -1.04538  -1.68150  -0.0764
C  1.16296  -1.13283  0.10587  -0.0715
C  -0.82082  0.47521  0.25297  -0.2055
C  0.03705  1.63745  0.30880  -0.3779
H  1.39258  -1.08608  1.17640  0.0702
H  -0.36001  -2.05614  -2.02085  0.0775
H  -0.01296  -0.32834  -2.26147  0.0897
H  -1.66419  -0.85391  -1.89664  0.0775
C  -0.37265  1.08167  1.60315  -0.0415
H  1.80637  -0.40915  -0.40987  0.0868
H  1.44325  -2.13344  -0.24005  0.0798
H  -0.90966  -1.61326  0.37966  0.1378
H  -1.11918  1.60930  2.19023  0.1024
H  0.38166  0.54892  2.18055  0.0979
C  -0.31917  -0.88412  -0.19160  -0.4036
H  1.06929  2.96604  0.68293  0.0567
H  -1.86425  0.68096  0.01348  0.1468

=====

Most stable of them? version D.

=====

Version A
A single C6H11N molecule. Source: the Open Molecules 2025 dataset; level of theory: the ωB97M-V functional and the def2-TZVPD basis.

Calculated values
- charge = 0
- HOMO energy (eV) = -8.9
- LUMO level (eV) = 1.11
- SMILES = C1CN[C@@H]2C[C@H]2C1

Last column: Löwdin charge in e.
Positions of all 18 atoms, in Å:
H  0.02604  -0.79140  -2.88302  0.0959
C  -0.59738  0.68520  1.40760  -0.1737
C  -0.79823  -0.36396  -0.87786  -0.2549
C  -1.13115  -0.59439  0.56044  -0.1508
H  0.99468  -1.11417  -0.19144  0.1094
H  -0.69031  -1.41876  0.97869  0.0738
H  -0.57817  0.48262  2.44875  0.0942
H  1.18093  2.09244  1.31290  0.1198
C  -0.05312  -1.19143  -1.87946  -0.0288
H  -2.19550  -0.67992  0.83289  0.1037
H  2.15982  1.01620  -0.67512  0.0572
H  -0.91030  0.66521  -1.18480  0.1408
N  1.18269  0.99043  -0.59696  0.0158
C  0.74646  1.12089  0.98299  -0.1642
C  0.64262  -0.37441  -0.85042  -0.3918
H  -1.37096  1.49562  1.10138  0.1364
H  1.36589  0.29457  1.29028  0.0904
H  0.02598  -2.31474  -1.77686  0.1269

=====

Version B
A single C6H11N molecule. Source: the Open Molecules 2025 dataset; level of theory: the ωB97M-V functional and the def2-TZVPD basis.

Calculated values
- charge = 0
- HOMO energy (eV) = -8.2
- LUMO level (eV) = 0.97
- SMILES = C=C/C=C(\C)NC

Last column: Löwdin charge in e.
Positions of all 18 atoms, in Å:
C  -1.85092  0.81660  -0.46756  -0.1571
H  -3.77413  1.05187  -1.10879  0.0007
C  -0.24123  -0.74006  1.45028  -0.0505
H  0.53691  -1.39442  1.91630  0.0873
H  -0.53351  0.05962  2.16422  0.0924
H  -2.19874  0.58346  0.53780  0.0859
N  1.51372  -0.76816  -0.38752  -0.0918
H  3.34844  -0.81375  0.63225  0.0467
H  2.37228  0.74579  0.97007  0.1160
C  2.66537  -0.11844  0.22274  -0.1425
C  -2.80724  1.17079  -1.47029  0.0213
H  1.50034  -1.74299  -0.14935  0.0878
H  -2.54427  1.36528  -2.58930  0.0882
H  -1.01763  -1.42771  1.28490  0.0574
C  -0.48064  0.47185  -0.75907  -0.1168
C  0.21453  -0.24184  0.08844  -0.3501
H  0.04924  0.52274  -1.76697  0.1440
H  3.24747  0.45935  -0.56816  0.0811

=====

Most stable of them? version B.

=====

Version A
A single C6H11N molecule. Source: the Open Molecules 2025 dataset; level of theory: the ωB97M-V functional and the def2-TZVPD basis.

Calculated values
- charge = 0
- HOMO energy (eV) = -7.7
- LUMO level (eV) = 1.05
- SMILES = C=C/C(=C\N)CC

Last column: Löwdin charge in e.
Positions of all 18 atoms, in Å:
H  -1.52811  -2.82316  -1.23053  0.0765
C  0.15993  -0.20404  -0.23628  -0.2940
H  -0.33545  1.95532  -0.73725  0.1025
H  -1.68588  -1.25462  -1.85151  0.0866
H  2.04799  -0.87408  0.53785  0.0960
C  -0.21044  -1.47085  -0.48790  -0.1427
N  -1.47431  -1.82685  -1.02945  0.0281
H  0.89369  0.61006  2.29584  0.0889
H  1.71604  1.97764  1.45336  0.0650
C  1.68859  0.89800  1.56159  -0.1148
H  -2.70836  0.22671  -0.26037  0.0540
C  -2.02883  1.03160  -0.53101  0.0031
H  0.39027  -2.28157  -0.06796  0.1154
H  2.09610  0.48569  -0.56782  0.1178
H  -2.41158  1.98341  -0.85676  0.0426
H  2.51559  0.55907  2.19450  0.0633
C  1.55121  0.06350  0.30097  -0.2394
C  -0.67645  0.94416  -0.48726  -0.1490

=====

Version B
A single C6H11N molecule. Source: the Open Molecules 2025 dataset; level of theory: the ωB97M-V functional and the def2-TZVPD basis.

Calculated values
- charge = 0
- HOMO energy (eV) = -9.7
- LUMO level (eV) = 0.83
- SMILES = CCC(C)(C)C#N

Last column: Löwdin charge in e.
Positions of all 18 atoms, in Å:
N  -0.53343  1.23137  2.37992  0.1550
C  0.95359  -0.68844  -0.13127  -0.1989
H  3.09380  -0.20346  -0.13215  0.0753
H  1.13079  -1.47436  0.60801  0.1111
C  -0.76454  0.89042  -1.10191  -0.0475
C  2.12994  0.31929  -0.06600  -0.0973
H  2.12791  0.87393  0.87868  0.0725
C  -1.86201  -1.15395  0.56180  0.0550
H  -1.72435  -1.75111  1.47573  0.0704
H  -0.09915  1.76943  -1.10294  0.0864
C  -0.45483  0.71236  1.35041  -0.2828
H  0.98209  -1.17321  -1.12149  0.1111
H  -1.78836  1.26416  -1.08326  0.0817
H  -1.42366  -1.39105  -0.36501  0.0167
H  -2.82580  -0.63680  0.67338  0.0698
H  2.11693  1.05247  -0.88241  0.0694
C  -0.45841  -0.02337  0.12373  -0.4356
H  -0.60051  0.38234  -2.06522  0.0878

=====

Most stable of them? version A.

=====

Version A
2 unconnected molecules or ions with the total composition CH4O3. Source: the Open Molecules 2025 dataset; level of theory: the ωB97M-V functional and the def2-TZVPD basis.

Calculated values
- charge = 0
- HOMO energy (eV) = -8.8
- LUMO level (eV) = 0.25

Last column: Löwdin charge in e.
Positions of all 8 atoms, in Å:
O  -1.05452  -1.13791  0.01021  0.1329
O  -0.52807  1.04577  0.12165  0.0868
H  0.07773  1.77817  -0.01881  0.1376
H  1.52328  -0.01173  0.83314  -0.0929
H  -0.07451  -0.21046  -1.46271  0.1479
H  -1.22300  -1.15464  1.03487  0.2129
O  1.69680  -0.17578  -0.07057  -0.2944
C  -0.41770  -0.13341  -0.44777  -0.3308

=====

Version B
2 unconnected molecules or ions with the total composition CH4O3. Source: the Open Molecules 2025 dataset; level of theory: the ωB97M-V functional and the def2-TZVPD basis.

Calculated values
- charge = 0
- HOMO energy (eV) = -10.7
- LUMO level (eV) = 0.32
- SMILES = O=CO.O

Last column: Löwdin charge in e.
Positions of all 8 atoms, in Å:
H  -1.02237  1.43560  -0.93686  0.1368
O  0.00000  0.00000  0.00000  0.0880
O  2.47274  3.23845  2.22210  -0.0925
H  0.37025  0.78865  0.48266  0.1375
C  -0.83617  0.34336  -0.93879  -0.4272
H  2.22270  4.19008  2.23313  0.0476
H  2.41921  2.95700  3.16346  0.0477
O  -1.41820  -0.47383  -1.61920  0.0621

=====

Most stable of them? version B.

=====

Version A
2 unconnected molecules or ions with the total composition CH4O3. Source: the Open Molecules 2025 dataset; level of theory: the ωB97M-V functional and the def2-TZVPD basis.

Calculated values
- charge = 0
- HOMO energy (eV) = -10.9
- LUMO level (eV) = 0.02
- SMILES = O=CO.O

Last column: Löwdin charge in e.
Positions of all 8 atoms, in Å:
O  -1.75861  -1.98795  0.88450  0.0593
H  0.87097  1.35320  -0.71102  0.0263
H  0.78017  2.86729  -1.06304  0.0540
O  -0.05614  -0.61913  1.10227  0.0655
O  0.26400  2.12668  -0.67148  -0.0795
H  0.76379  -0.46187  0.55913  0.1094
C  -0.69116  -1.57959  0.43588  -0.3744
H  -0.17305  -1.69861  -0.53626  0.1395

=====

Version B
2 unconnected molecules or ions with the total composition CH4O3. Source: the Open Molecules 2025 dataset; level of theory: the ωB97M-V functional and the def2-TZVPD basis.

Calculated values
- charge = 0
- HOMO energy (eV) = -11.1
- LUMO level (eV) = 0.87
- SMILES = O=CO.O

Last column: Löwdin charge in e.
Positions of all 8 atoms, in Å:
H  -0.25574  -1.08402  -4.24289  0.0218
H  1.10162  -1.41461  -4.80154  0.0316
H  0.87318  0.29882  1.98015  0.1385
H  -1.01485  1.13013  3.79568  0.1136
O  -0.07745  1.10922  3.54274  0.0554
O  0.53557  -1.57184  -4.04017  -0.0534
O  -1.05449  0.81547  1.52651  0.0811
C  -0.10783  0.71683  2.23951  -0.3886

=====

Version C
2 unconnected molecules or ions with the total composition CH4O3. Source: the Open Molecules 2025 dataset; level of theory: the ωB97M-V functional and the def2-TZVPD basis.

Calculated values
- charge = 0
- HOMO energy (eV) = -9.3
- LUMO level (eV) = 0.42

Last column: Löwdin charge in e.
Positions of all 8 atoms, in Å:
H  1.25527  -1.43082  0.50101  0.1017
O  -1.65568  0.68094  -0.11971  -0.0114
H  1.81140  -0.74751  -1.13884  0.0895
H  -1.77249  0.95830  0.84394  0.1862
O  -1.35967  -0.71369  0.18615  -0.2753
H  -0.81494  1.12919  -0.30978  0.1086
C  1.37299  -0.49419  -0.14009  -0.1751
O  1.16313  0.61778  0.17733  -0.0241

=====

Most stable of them? version B.

=====

Version A
A single C3H4N2OS molecule. Source: the Open Molecules 2025 dataset; level of theory: the ωB97M-V functional and the def2-TZVPD basis.

Calculated values
- charge = 0
- HOMO energy (eV) = -8.7
- LUMO level (eV) = 0.70
- SMILES = Cn1ncsc1=O

Last column: Löwdin charge in e.
Positions of all 11 atoms, in Å:
C  -1.61227  0.08071  -0.22071  -0.0970
N  0.35233  -1.19348  -0.10000  -0.0738
H  -2.43695  -0.41214  0.36729  0.0943
N  -0.30837  -0.16278  0.15398  -0.2146
H  -1.60961  1.29768  -0.16906  0.1311
C  0.78679  1.15979  0.44386  -0.6994
C  1.59534  -1.19651  -0.04658  -0.4182
O  0.33853  2.25045  0.56634  0.0313
H  -1.62193  -0.14357  -1.36886  0.1140
H  2.25572  -2.09809  -0.07015  0.0896
S  2.26042  0.41794  0.44390  1.0428

=====

Version B
A single C3H4N2OS molecule. Source: the Open Molecules 2025 dataset; level of theory: the ωB97M-V functional and the def2-TZVPD basis.

Calculated values
- charge = 0
- HOMO energy (eV) = -7.4
- LUMO level (eV) = 0.42

Last column: Löwdin charge in e.
Positions of all 11 atoms, in Å:
C  -0.60522  -0.53082  -0.10796  -0.6671
O  -1.03089  0.69384  0.03556  0.0596
H  0.84731  -1.98774  0.32323  0.0675
N  -3.14398  -0.90520  0.13506  -0.4276
C  0.82374  -0.94865  -0.00512  -0.1065
C  -2.23367  1.04187  -0.10600  -0.3383
H  1.40214  -0.45044  -0.82502  0.0905
N  -2.92529  2.01167  -0.02006  0.2055
S  -1.84387  -1.70572  -0.00970  0.8835
H  1.23352  -0.40332  0.94847  0.1117
H  -3.76431  2.42338  -0.47219  0.1213

=====

Most stable of them? version A.